Record 1
Formula: C15H30BrCuNOSbSe4Si2
Source: the Open Molecules 2025 dataset
Level of theory: the ωB97M-V functional and the def2-TZVPD basis

## Properties
2S+1 = 1
molecular weight = 877.63 g/mol
calculated total energy = -15359.25252 a.u.
ΔE to the lowest compared entry with this formula, charge and spin = 0.0 kcal/mol
HOMO energy (spin up / spin down) = -1.683 / -1.683 eV
charge = -2

Atoms and positions in Å:
Cu (-0.04, 0.37, -0.58)
O (-0.29, 0.43, 1.46)
C (-1.60, 0.15, 1.96)
C (-2.59, 1.26, 1.68)
C (-2.82, 1.55, 0.19)
C (-1.91, 2.63, -0.32)
C (-2.34, 3.95, -0.38)
C (-1.46, 4.94, -0.78)
C (-0.17, 4.58, -1.12)
C (0.18, 3.25, -1.06)
N (-0.66, 2.30, -0.66)
H (0.04, 1.26, 1.92)
H (-1.52, -0.03, 3.04)
H (-1.92, -0.77, 1.48)
H (-2.25, 2.17, 2.18)
H (-3.54, 0.96, 2.14)
H (-3.85, 1.88, 0.03)
H (-2.70, 0.66, -0.44)
H (-3.37, 4.18, -0.14)
H (-1.79, 5.96, -0.85)
H (0.55, 5.31, -1.46)
H (1.17, 2.92, -1.34)
C (-0.09, -2.78, 2.19)
Si (-0.07, -2.77, 0.29)
C (-1.83, -3.02, -0.30)
C (0.89, -4.30, -0.24)
C (0.86, -1.35, -0.49)
Si (2.57, -0.84, 0.14)
C (3.01, 0.96, -0.15)
C (3.85, -1.89, -0.76)
C (2.82, -1.09, 1.99)
H (-1.11, -2.97, 2.54)
H (0.24, -1.84, 2.62)
H (0.54, -3.58, 2.58)
H (-2.09, -4.06, -0.10)
H (-1.93, -2.83, -1.36)
H (-2.56, -2.40, 0.21)
H (0.37, -5.20, 0.11)
H (1.90, -4.32, 0.16)
H (0.95, -4.35, -1.33)
H (1.04, -1.75, -1.49)
H (2.85, 1.26, -1.18)
H (4.06, 1.12, 0.10)
H (2.42, 1.61, 0.50)
H (3.76, -1.74, -1.84)
H (3.71, -2.96, -0.57)
H (4.86, -1.62, -0.46)
H (2.05, -0.57, 2.55)
H (3.78, -0.65, 2.27)
H (2.83, -2.14, 2.29)
Br (0.65, 3.02, 2.90)
Se (-0.69, -0.14, -6.17)
Sb (-1.74, 0.67, -4.15)
Se (-2.16, 3.05, -4.01)
Se (-3.37, -0.73, -3.03)
Se (0.51, 0.25, -2.79)


Record 2
Formula: C8H9N3O3P
Source: the Open Molecules 2025 dataset
Level of theory: the ωB97M-V functional and the def2-TZVPD basis

## Properties
2S+1 = 1
molecular weight = 226.15 g/mol
calculated total energy = -1041.25664 a.u.
ΔE to the lowest compared entry with this formula, charge and spin = 15.6 kcal/mol
SMILES = C=C(C)c1c(C(=O)[N+]#[PH2])[nH]c(=O)[nH]c1=O
HOMO energy (spin up / spin down) = -13.843 / -12.293 eV
charge = +1

Atoms and positions in Å:
C (-1.04, -1.68, 1.14)
C (-0.02, -1.65, 0.26)
C (0.44, -2.88, -0.43)
C (0.69, -0.39, 0.02)
C (0.13, 0.86, 0.13)
C (-1.32, 1.21, 0.33)
O (-1.71, 1.78, 1.34)
N (-2.16, 1.05, -0.76)
P (-3.65, 1.51, -0.64)
N (0.89, 1.98, 0.08)
C (2.28, 1.99, -0.06)
O (2.90, 3.01, -0.06)
N (2.81, 0.74, -0.24)
C (2.15, -0.47, -0.25)
O (2.77, -1.49, -0.44)
H (-1.58, -2.59, 1.33)
H (-1.32, -0.83, 1.74)
H (0.59, -2.72, -1.49)
H (-0.27, -3.69, -0.27)
H (1.41, -3.19, -0.02)
H (-4.16, 1.54, -1.93)
H (-4.10, 2.35, 0.38)
H (0.47, 2.89, 0.23)
H (3.82, 0.70, -0.37)


Record 3
Formula: C3H12NS
Source: the Open Molecules 2025 dataset
Level of theory: the ωB97M-V functional and the def2-TZVPD basis

## Properties
2S+1 = 1
molecular weight = 94.20 g/mol
calculated total energy = -574.14240 a.u.
ΔE to the lowest compared entry with this formula, charge and spin = 31.7 kcal/mol
HOMO energy = -12.938 eV
charge = +1

Atoms and positions in Å:
C (3.76, -0.86, 0.40)
N (2.32, -0.94, 0.12)
H (3.94, -1.88, 0.69)
H (4.31, -0.57, -0.59)
H (3.92, -0.22, 1.25)
H (1.77, -0.11, -0.15)
H (1.82, -1.53, 0.76)
H (2.18, -1.41, -0.77)
C (-3.31, 0.47, 0.64)
C (-2.17, -0.04, -0.38)
S (-0.46, 0.76, -0.47)
H (-4.06, 1.27, 0.29)
H (-2.90, 0.92, 1.60)
H (-4.02, -0.42, 0.91)
H (-2.01, -1.07, -0.11)
H (-2.60, 0.16, -1.36)
H (-0.94, 1.90, 0.16)


Record 4
Formula: C6H5BO2S
Source: the Open Molecules 2025 dataset
Level of theory: the ωB97M-V functional and the def2-TZVPD basis

## Properties
2S+1 = 1
molecular weight = 151.98 g/mol
calculated total energy = -805.06739 a.u.
ΔE to the lowest compared entry with this formula, charge and spin = 0.0 kcal/mol
HOMO energy (spin up / spin down) = -8.536 / -8.539 eV

Atoms and positions in Å:
B (-2.34, 3.71, -0.42)
C (0.69, -1.74, -0.07)
C (1.88, -1.42, -0.71)
C (0.29, -0.84, 1.04)
C (2.56, -0.21, -0.39)
C (0.84, 0.33, 1.01)
C (1.95, 0.87, 0.32)
O (-1.44, 4.38, -0.89)
O (-3.15, 2.92, 0.20)
S (2.65, 2.38, 0.32)
H (0.12, -2.54, -0.20)
H (2.32, -2.19, -1.27)
H (-0.53, -1.18, 1.59)
H (3.30, 0.11, -1.01)
H (-4.07, 3.20, 0.30)


Record 5
Formula: C6H12BrOP
Source: the Open Molecules 2025 dataset
Level of theory: the ωB97M-V functional and the def2-TZVPD basis

## Properties
2S+1 = 1
molecular weight = 211.04 g/mol
calculated total energy = -3226.35521 a.u.
ΔE to the lowest compared entry with this formula, charge and spin = 0.0 kcal/mol
HOMO energy = -9.509 eV

Atoms and positions in Å:
C (1.32, 1.62, -0.83)
C (2.31, 1.25, 0.23)
C (0.15, 0.57, 0.35)
C (1.53, 0.07, 0.78)
C (-1.55, -1.85, 0.95)
C (-2.15, 0.03, -1.39)
O (0.14, -1.72, -1.04)
P (-0.82, -0.80, -0.36)
Br (1.54, -0.21, 2.71)
H (0.88, 2.53, -1.13)
H (1.51, 0.85, -1.56)
H (3.37, 1.03, -0.13)
H (2.38, 2.07, 1.06)
H (-0.06, 1.27, 1.20)
H (1.86, -0.71, 0.15)
H (-0.94, -2.70, 0.88)
H (-1.53, -1.46, 1.95)
H (-2.55, -2.29, 0.65)
H (-2.06, -0.36, -2.40)
H (-3.05, -0.28, -0.79)
H (-2.29, 1.08, -1.28)


Record 6
Formula: C33H38F5LaN2P2Si2
Source: the Open Molecules 2025 dataset
Level of theory: the ωB97M-V functional and the def2-TZVPD basis

## Properties
2S+1 = 1
molecular weight = 814.70 g/mol
calculated total energy = -3182.59009 a.u.
ΔE to the lowest compared entry with this formula, charge and spin = 0.0 kcal/mol
HOMO energy = -7.763 eV

Atoms and positions in Å:
La (-0.54, -0.15, 2.13)
C (1.81, -2.58, 3.14)
Si (1.85, -2.61, 1.25)
C (2.05, -4.38, 0.66)
C (3.37, -1.57, 0.79)
N (0.37, -1.91, 0.75)
P (-0.66, -1.56, -0.47)
C (-1.25, -0.01, -0.34)
P (-0.33, 1.39, -0.45)
N (0.60, 1.58, 0.89)
Si (1.61, 2.68, 1.73)
C (1.60, 2.13, 3.54)
C (3.43, 2.62, 1.24)
C (1.00, 4.45, 1.65)
C (0.61, 1.56, -1.99)
C (0.12, 0.95, -3.14)
C (0.78, 1.08, -4.35)
C (1.95, 1.83, -4.42)
C (2.44, 2.46, -3.28)
C (1.77, 2.32, -2.08)
C (-1.41, 2.85, -0.50)
C (-2.60, 2.82, 0.22)
C (-3.41, 3.94, 0.33)
C (-3.04, 5.11, -0.32)
C (-1.87, 5.15, -1.06)
C (-1.06, 4.03, -1.16)
C (0.04, -2.05, -2.09)
C (1.40, -2.14, -2.32)
C (1.89, -2.45, -3.58)
C (1.01, -2.67, -4.63)
C (-0.36, -2.58, -4.41)
C (-0.84, -2.27, -3.15)
C (-2.02, -2.75, -0.32)
C (-3.32, -2.30, -0.11)
C (-4.35, -3.22, 0.08)
C (-4.09, -4.57, 0.04)
C (-2.79, -5.03, -0.18)
C (-1.76, -4.12, -0.35)
H (2.74, -2.95, 3.57)
H (1.00, -3.18, 3.53)
H (1.71, -1.57, 3.56)
H (3.05, -4.77, 0.86)
H (1.86, -4.47, -0.41)
H (1.34, -5.03, 1.18)
H (4.29, -2.14, 0.91)
H (3.42, -0.72, 1.47)
H (3.37, -1.15, -0.22)
H (1.57, 1.04, 3.68)
H (0.76, 2.55, 4.10)
H (2.52, 2.44, 4.04)
H (3.84, 1.63, 1.45)
H (3.98, 3.34, 1.86)
H (3.66, 2.85, 0.20)
H (-0.09, 4.51, 1.78)
H (1.22, 4.92, 0.69)
H (1.47, 5.06, 2.43)
H (-0.80, 0.38, -3.08)
H (0.38, 0.60, -5.23)
H (2.47, 1.93, -5.36)
H (3.34, 3.06, -3.34)
H (2.15, 2.83, -1.20)
H (-2.91, 1.89, 0.69)
H (-4.32, 3.89, 0.90)
H (-3.67, 5.99, -0.25)
H (-1.58, 6.06, -1.58)
H (-0.16, 4.09, -1.75)
H (2.10, -1.96, -1.52)
H (2.96, -2.52, -3.74)
H (1.39, -2.91, -5.62)
H (-1.05, -2.76, -5.22)
H (-1.91, -2.21, -3.00)
H (-3.50, -1.24, -0.10)
H (-5.36, -2.86, 0.25)
H (-4.89, -5.29, 0.19)
H (-2.58, -6.09, -0.21)
H (-0.75, -4.48, -0.52)
F (-2.77, -1.15, 3.22)
C (-1.89, -0.63, 4.26)
F (-2.06, -1.40, 5.36)
C (-2.47, 0.74, 4.57)
F (-2.67, 1.36, 3.35)
F (-1.56, 1.49, 5.22)
F (-3.60, 0.80, 5.25)